[1]
{"formula": "C10H10O2", "method": "ωB97M-V/def2-TZVPD", "elements": ["C", "C", "C", "C", "C", "C", "C", "C", "C", "C", "H", "H", "H", "H", "H", "H", "H", "H", "H", "H", "O", "O"], "xyz": [[0.686, 2.418, -0.318], [1.822, 1.658, -0.782], [1.852, 0.313, -0.807], [0.701, -0.304, -0.405], [0.811, -1.735, 0.001], [-0.452, -2.462, 0.345], [-1.484, -1.620, 1.092], [-1.797, -0.461, 0.126], [-0.526, 0.374, -0.171], [-0.599, 1.789, -0.141], [1.528, 4.155, -0.818], [2.776, 2.334, -0.651], [2.545, -0.478, -0.927], [-0.752, -2.494, -0.661], [-0.211, -3.453, 0.775], [-0.962, -1.231, 1.971], [-2.397, -2.028, 1.324], [-2.439, 0.200, 0.718], [-2.434, -0.793, -0.803], [-1.472, 2.188, 0.220], [0.810, 3.837, -0.073], [1.992, -2.208, -0.015]], "mulliken_charge": [0.67, -0.41, -1.02, 0.31, 0.70, -0.79, -0.79, -0.85, 0.64, -0.94, 0.35, 0.17, 0.61, 0.35, 0.31, 0.35, 0.42, 0.37, 0.30, 0.49, -0.56, -0.69], "orbital_gap_ev": 9.139, "e_above_lowest_kcal_mol": 64.1, "smiles": "O=C1CCCc2cc(O)ccc21", "homo_energy_ev": -8.82, "lumo_energy_ha": 0.01165}



[2]
{"formula": "C10H10O2S2", "method": "ωB97M-V/def2-TZVPD", "elements": ["C", "C", "C", "C", "C", "C", "C", "C", "C", "C", "O", "O", "S", "S", "H", "H", "H", "H", "H", "H", "H", "H", "H", "H"], "xyz": [[4.634, 0.243, 0.073], [3.754, 1.339, 0.308], [4.152, -1.025, -0.057], [2.411, 1.158, 0.319], [2.769, -1.204, -0.174], [1.919, -0.147, 0.036], [0.343, -0.250, -0.059], [-4.357, 0.899, -0.514], [-4.467, -0.514, 0.101], [-2.070, 0.304, 0.384], [-0.717, 0.553, 0.222], [-2.453, -2.241, 0.720], [-2.891, 1.830, 0.148], [-2.816, -1.289, -0.286], [5.750, 0.335, 0.030], [4.270, 2.384, 0.409], [4.772, -1.827, -0.248], [1.779, 1.936, 0.477], [2.465, -2.142, -0.372], [0.154, -1.287, -0.422], [-4.216, 0.850, -1.541], [-5.181, 1.436, -0.480], [-4.765, -0.345, 1.217], [-5.240, -0.995, -0.288]], "mulliken_charge": [-0.34, -0.31, -0.64, -0.60, -0.62, 0.76, -0.33, -0.93, -0.65, 0.15, -0.24, -0.54, -0.11, 0.36, 0.29, 0.22, 0.44, 0.56, 0.49, 0.27, 0.42, 0.54, 0.30, 0.53], "orbital_gap_ev": [6.680, 7.532], "e_above_lowest_kcal_mol": 123.6, "homo_energy_ev": [-7.01, -7.48], "lumo_energy_ha": [-0.01204, 0.00208]}



[3]
{"formula": "C10H11AuN4S2", "method": "ωB97M-V/def2-TZVPD", "elements": ["Au", "C", "S", "C", "S", "N", "N", "C", "C", "C", "C", "C", "C", "N", "H", "H", "H", "H", "H", "H", "H", "H", "C", "C", "N", "H", "H", "H"], "xyz": [[-0.022, 0.074, 0.061], [0.914, -5.039, -0.907], [2.316, -3.873, -0.940], [1.475, -2.331, -0.930], [0.672, -2.027, 0.602], [1.524, -1.518, -1.923], [0.836, -0.340, -1.671], [0.677, 0.519, -2.613], [-0.102, 1.726, -2.335], [-0.311, 2.710, -3.274], [-1.096, 3.811, -2.920], [-1.635, 3.873, -1.652], [-1.374, 2.844, -0.748], [-0.629, 1.801, -1.082], [1.383, -6.010, -0.767], [0.389, -5.018, -1.857], [0.243, -4.850, -0.075], [1.115, 0.314, -3.585], [0.120, 2.622, -4.262], [-1.280, 4.599, -3.637], [-2.250, 4.708, -1.343], [-1.769, 2.867, 0.258], [-1.836, 0.853, 4.229], [-1.294, 0.615, 2.904], [-0.849, 0.420, 1.870], [-1.417, 1.776, 4.628], [-1.565, 0.018, 4.875], [-2.922, 0.932, 4.167]], "mulliken_charge": [1.10, -0.79, 0.06, 0.54, -0.23, -1.05, 0.44, 0.16, 0.63, -0.71, -0.20, -0.80, 0.12, -0.63, 0.31, 0.32, 0.32, 0.48, 0.40, 0.47, 0.39, 0.39, -0.86, 0.61, -0.47, 0.32, 0.34, 0.33], "total_charge": 2, "orbital_gap_ev": 6.484, "homo_energy_ev": -15.11, "lumo_energy_ha": -0.31716}



[4]
{"formula": "C10H11BrO", "method": "ωB97M-V/def2-TZVPD", "elements": ["C", "C", "C", "C", "C", "C", "C", "C", "C", "C", "O", "Br", "H", "H", "H", "H", "H", "H", "H", "H", "H", "H", "H"], "xyz": [[-1.913, 0.246, 1.993], [-2.094, 0.389, 0.678], [-0.591, 0.174, 2.557], [-0.948, 0.390, -0.279], [0.490, 0.408, 1.792], [0.357, 0.712, 0.392], [-0.848, -1.053, -0.898], [0.331, -1.139, -1.795], [1.396, 1.184, -0.321], [1.540, -1.391, -1.314], [1.275, 1.569, -1.622], [3.095, -1.334, -2.393], [-2.758, 0.201, 2.665], [-3.086, 0.434, 0.252], [-0.488, -0.031, 3.613], [-1.121, 1.088, -1.103], [1.482, 0.424, 2.217], [-1.767, -1.261, -1.444], [-0.754, -1.758, -0.072], [0.198, -0.841, -2.825], [2.359, 1.353, 0.149], [1.737, -1.699, -0.301], [2.109, 1.936, -1.942]], "mulliken_charge": [-0.29, -0.94, -0.39, 0.38, -0.72, 0.33, -0.82, -0.03, -0.60, -0.48, -0.43, -0.17, 0.40, 0.39, 0.42, 0.39, 0.34, 0.41, 0.33, 0.32, 0.38, 0.41, 0.38], "orbital_gap_ev": 8.206, "e_above_lowest_kcal_mol": 15.8, "smiles": "O/C=C1/C=CC=C[C@@H]1C/C=C/Br", "homo_energy_ev": -7.57, "lumo_energy_ha": 0.02325}



[5]
{"formula": "C10H11BrS2", "method": "ωB97M-V/def2-TZVPD", "elements": ["Br", "S", "S", "C", "C", "C", "C", "C", "C", "C", "C", "C", "C", "H", "H", "H", "H", "H", "H", "H", "H", "H", "H", "H"], "xyz": [[-3.794, -0.110, 0.325], [0.143, 2.464, -0.339], [-0.625, 0.385, 1.547], [4.051, -1.400, -0.296], [4.281, -0.046, -0.048], [2.783, -1.980, -0.173], [3.177, 0.786, 0.049], [1.676, -1.177, 0.109], [1.883, 0.230, 0.160], [0.806, 1.157, 0.774], [-3.210, 1.092, 1.781], [-1.678, 2.391, 0.040], [-1.834, 1.706, 1.460], [4.937, -2.088, -0.536], [5.237, 0.350, -0.135], [2.721, -3.047, -0.203], [3.346, 1.836, 0.120], [0.665, -1.555, 0.239], [1.199, 1.736, 1.621], [-3.719, 2.036, 1.977], [-3.208, 0.448, 2.578], [-2.150, 1.709, -0.656], [-2.246, 3.339, 0.079], [-1.742, 2.438, 2.228]], "mulliken_charge": [-0.15, -0.15, -0.20, -0.22, -0.69, -0.68, -0.44, -0.35, 0.26, -0.04, -0.93, -0.55, -0.27, 0.26, 0.42, 0.38, 0.39, 0.38, 0.52, 0.45, 0.51, 0.31, 0.37, 0.44], "orbital_gap_ev": 9.343, "e_above_lowest_kcal_mol": 6.6, "smiles": "BrC[C@@H]1CS[C@H](c2ccccc2)S1", "homo_energy_ev": -8.72, "lumo_energy_ha": 0.02275}



[6]
{"formula": "C10H11Cl3GeN2O8PtSi", "method": "ωB97M-V/def2-TZVPD", "elements": ["Pt", "O", "C", "O", "C", "C", "C", "C", "C", "C", "O", "N", "O", "O", "N", "O", "O", "H", "H", "Cl", "Ge", "Cl", "Cl", "C", "Si", "C", "C", "O", "H", "H", "H", "H", "H", "H", "H", "H", "H"], "xyz": [[-0.255, 0.091, 0.352], [-0.750, 1.102, 4.024], [-0.144, 1.318, 2.991], [0.481, 0.395, 2.314], [-0.012, 2.747, 2.509], [-0.026, 3.722, 3.471], [0.055, 5.071, 3.126], [0.089, 5.440, 1.798], [0.078, 4.480, 0.809], [0.082, 3.069, 1.114], [0.177, 2.204, 0.180], [0.054, 4.970, -0.565], [-0.154, 4.199, -1.480], [0.252, 6.171, -0.732], [0.066, 6.087, 4.152], [0.076, 7.260, 3.806], [0.068, 5.726, 5.318], [-0.108, 3.426, 4.507], [0.112, 6.483, 1.524], [3.602, -0.237, 1.493], [2.153, -0.192, -0.115], [2.973, 1.313, -1.452], [2.587, -2.065, -1.160], [-2.882, -1.449, 2.451], [-3.177, -0.648, 0.766], [-3.505, 1.207, 0.998], [-4.712, -1.417, -0.039], [-1.902, -0.885, -0.216], [-3.795, -1.519, 3.047], [-2.152, -0.876, 3.030], [-2.485, -2.459, 2.318], [-4.420, 1.386, 1.566], [-3.591, 1.716, 0.035], [-2.682, 1.673, 1.551], [-5.555, -1.374, 0.654], [-4.527, -2.461, -0.299], [-4.984, -0.881, -0.951]], "mulliken_charge": [1.87, -0.63, -0.24, -0.79, 0.41, -0.31, -0.51, -0.19, -0.48, 0.99, -1.13, 1.02, -0.59, -0.67, 1.05, -0.65, -0.65, 0.58, 0.64, -0.30, 0.70, -0.32, -0.33, -0.83, 0.54, -0.98, -1.08, -0.72, 0.34, 0.22, 0.25, 0.40, 0.27, 0.27, 0.31, 0.28, 0.28], "total_charge": -1, "orbital_gap_ev": [6.038, 6.312], "e_above_lowest_kcal_mol": 36.1, "spin_multiplicity": 2, "homo_energy_ev": [-6.33, -6.22], "lumo_energy_ha": [-0.01072, 0.00339]}



Electronic energy values, unit eV, following the record order: -14625.1673, -36291.1890, -41854.4072, -82636.4742, -102260.4073, -135117.4785.